{"formula": "C33H28CdIN3O2P", "method": "ωB97M-V with the def2-TZVPD basis set", "symbols": ["Cd", "I", "C", "C", "C", "C", "C", "C", "C", "C", "C", "P", "C", "C", "C", "C", "C", "C", "C", "C", "C", "C", "C", "C", "C", "H", "H", "H", "H", "H", "H", "H", "H", "H", "H", "H", "H", "H", "H", "H", "H", "N", "C", "C", "C", "C", "C", "C", "H", "H", "H", "H", "H", "H", "H", "C", "N", "C", "C", "C", "O", "N", "C", "O", "H", "H", "H", "H", "H"], "coordinates": [[0.30, -6.11, 18.45], [-1.70, -4.52, 16.87], [-1.50, -5.18, 19.81], [-2.62, -5.89, 19.72], [-3.86, -5.33, 20.21], [-3.87, -4.26, 21.08], [-2.64, -3.55, 21.29], [-2.56, -2.37, 22.11], [-1.39, -1.68, 22.12], [-0.33, -2.02, 21.24], [-0.34, -3.18, 20.54], [1.13, -3.69, 19.42], [1.33, -2.43, 18.19], [2.47, -2.43, 17.35], [2.59, -1.43, 16.35], [1.55, -0.50, 16.18], [0.41, -0.50, 16.94], [0.38, -1.41, 18.04], [2.57, -3.70, 20.53], [2.91, -4.77, 21.29], [4.03, -4.67, 22.13], [4.77, -3.55, 22.28], [4.38, -2.42, 21.60], [3.31, -2.51, 20.72], [-1.49, -3.98, 20.60], [-2.57, -6.80, 19.06], [-4.79, -5.91, 20.08], [-4.78, -3.91, 21.47], [-3.43, -1.96, 22.70], [-1.31, -0.83, 22.79], [0.56, -1.48, 21.14], [3.12, -3.20, 17.31], [3.51, -1.32, 15.85], [1.80, 0.27, 15.49], [-0.23, 0.36, 16.88], [-0.40, -1.22, 18.76], [2.33, -5.73, 21.26], [4.21, -5.60, 22.71], [5.60, -3.51, 22.97], [4.75, -1.42, 21.85], [3.02, -1.70, 20.09], [1.31, -6.71, 16.30], [2.55, -7.49, 15.95], [2.65, -8.92, 16.27], [3.78, -9.66, 15.92], [4.87, -8.96, 15.42], [4.84, -7.59, 15.25], [3.73, -6.83, 15.67], [0.40, -7.15, 16.04], [1.34, -5.84, 15.73], [1.85, -9.35, 16.95], [3.82, -10.74, 16.02], [5.73, -9.48, 15.01], [5.79, -7.10, 14.97], [3.85, -5.77, 15.90], [-1.27, -11.35, 17.08], [-0.91, -10.38, 18.15], [0.01, -10.79, 19.02], [0.75, -9.93, 19.78], [0.42, -8.51, 19.55], [1.28, -7.58, 19.86], [-0.71, -8.12, 18.92], [-1.46, -9.04, 18.21], [-2.52, -8.83, 17.67], [-2.25, -11.14, 16.68], [-1.40, -12.30, 17.56], [-0.57, -11.22, 16.30], [0.06, -11.92, 19.10], [1.51, -10.22, 20.46]], "orbital_gap_ev": [5.76, 5.15], "e_above_lowest_kcal_mol": 89.5, "e_homo_ev": [-11.0, -11.0], "charge": 1, "lumo_energy_ev": [-5.25, -5.86], "spin_multiplicity": 1}